The following is a quantum chemistry calculation of a cluster of 12 separate species, C44H92N4O28 in total in a non-equilibrium geometry, from the OMol25 dataset.

## Properties
* total charge: 0
* energy: -4057.478931 Eh
* LUMO level: 0.54 eV
* E_HOMO: -8.84 eV

XYZ file:
```
168
C44H92N4O28 (ωB97M-V/def2-TZVPD)
C 1.76 2.28 4.19
C 2.46 3.61 4.22
O 3.80 3.54 3.85
C 4.19 3.16 2.69
O 3.46 3.11 1.72
O 5.51 2.77 2.68
C 6.05 2.38 1.41
H 0.75 2.37 4.53
H 2.30 1.61 4.86
H 1.74 1.99 3.14
H 2.51 4.09 5.18
H 1.94 4.28 3.53
H 6.90 1.78 1.69
H 6.31 3.23 0.82
H 5.33 1.72 0.80
C 4.88 -5.06 2.68
C 5.08 -4.58 4.11
O 4.55 -3.17 4.18
C 3.28 -3.03 4.56
O 2.62 -3.79 5.25
O 2.84 -1.84 4.13
C 1.53 -1.49 4.71
H 3.94 -4.82 2.18
H 5.04 -6.14 2.74
H 5.67 -4.64 2.05
H 6.10 -4.48 4.40
H 4.52 -5.18 4.84
H 0.80 -2.28 4.62
H 1.24 -0.58 4.17
H 1.75 -1.35 5.74
C 0.61 3.21 -9.59
C 0.13 2.65 -8.23
O -1.25 2.34 -8.18
C -1.69 1.46 -7.32
O -1.03 1.03 -6.42
O -2.96 1.21 -7.60
C -3.68 0.39 -6.64
H 0.34 2.57 -10.46
H 1.71 3.43 -9.46
H 0.17 4.18 -9.85
H 0.31 3.31 -7.35
H 0.69 1.73 -8.03
H -4.62 0.04 -7.06
H -3.87 1.08 -5.78
H -3.16 -0.47 -6.26
C 5.63 -3.07 -2.65
C 5.82 -1.86 -1.76
O 5.35 -0.68 -2.40
C 5.78 0.55 -2.02
O 6.68 0.79 -1.31
O 5.02 1.52 -2.63
C 5.48 2.83 -2.34
H 6.17 -3.05 -3.58
H 4.52 -3.25 -2.86
H 6.02 -3.98 -2.21
H 6.86 -1.80 -1.63
H 5.23 -2.06 -0.89
H 5.19 3.08 -1.34
H 4.96 3.53 -3.06
H 6.52 2.81 -2.51
C -1.34 5.88 3.27
C -1.71 5.97 1.89
O -0.63 6.04 0.92
C 0.00 4.86 0.69
O -0.19 3.87 1.35
O 0.74 5.00 -0.41
C 1.46 3.76 -0.76
H -0.48 5.24 3.54
H -2.21 5.66 3.93
H -0.97 6.85 3.65
H -2.24 6.86 1.69
H -2.35 5.19 1.57
H 0.73 2.97 -0.86
H 2.17 3.62 0.02
H 1.82 3.87 -1.77
C 2.99 -0.36 1.37
C 2.39 0.02 0.01
O 0.93 -0.01 -0.05
C 0.40 0.20 -1.23
O 0.98 0.58 -2.21
O -0.88 -0.13 -1.15
C -1.73 -0.04 -2.25
H 2.47 -0.05 2.24
H 4.03 0.01 1.35
H 3.02 -1.42 1.48
H 2.85 -0.66 -0.68
H 2.72 1.03 -0.28
H -2.70 0.23 -1.89
H -1.79 -1.00 -2.65
H -1.30 0.61 -3.02
C -1.59 -5.61 4.66
C -0.78 -4.37 4.31
O -0.05 -4.63 3.11
C -0.38 -3.94 1.97
O -1.37 -3.32 1.66
O 0.74 -3.85 1.16
C 0.55 -3.54 -0.23
H -0.90 -6.48 4.67
H -2.36 -5.86 3.95
H -2.08 -5.42 5.66
H 0.06 -4.16 5.08
H -1.42 -3.48 4.28
H 1.53 -3.29 -0.58
H -0.06 -2.65 -0.25
H 0.11 -4.34 -0.78
C -4.77 -3.15 2.67
C -4.48 -1.70 2.41
O -5.12 -1.00 3.48
C -5.32 0.30 3.28
O -5.09 0.90 2.25
O -5.98 0.78 4.35
C -6.53 2.07 4.18
H -4.28 -3.48 3.55
H -4.42 -3.81 1.85
H -5.83 -3.35 2.85
H -4.88 -1.40 1.43
H -3.38 -1.49 2.39
H -6.91 2.43 5.11
H -7.49 2.01 3.57
H -5.89 2.82 3.65
C 0.17 -1.58 -4.73
N 1.52 -1.23 -4.59
C 2.02 -0.23 -5.52
C 2.26 -1.87 -3.66
O 1.81 -2.59 -2.78
H -0.53 -0.76 -4.51
H 0.00 -2.44 -4.10
H -0.07 -1.84 -5.78
H 3.15 -0.09 -5.47
H 1.83 -0.42 -6.59
H 1.51 0.69 -5.26
H 3.32 -1.51 -3.82
C -2.40 2.29 3.52
N -1.73 1.02 3.57
C -1.07 0.66 2.36
C -1.92 0.09 4.51
O -1.52 -1.06 4.49
H -3.35 2.31 3.00
H -1.68 3.01 3.15
H -2.62 2.66 4.53
H -1.78 0.50 1.53
H -0.46 1.56 2.07
H -0.60 -0.25 2.60
H -2.57 0.35 5.39
C -2.19 4.00 -1.81
N -3.19 2.92 -1.48
C -3.29 2.25 -0.18
C -4.18 2.75 -2.42
O -4.24 3.30 -3.47
H -2.70 4.95 -1.94
H -1.55 3.73 -2.72
H -1.57 4.16 -0.94
H -4.14 1.50 -0.12
H -2.40 1.69 0.13
H -3.40 2.90 0.68
H -4.81 1.89 -2.26
C -5.52 -5.17 -1.18
N -4.60 -4.04 -1.46
C -3.24 -4.02 -0.96
C -4.84 -3.07 -2.39
O -4.01 -2.17 -2.56
H -6.42 -5.06 -1.76
H -5.90 -5.11 -0.14
H -5.11 -6.17 -1.28
H -3.13 -3.11 -0.39
H -3.17 -4.80 -0.23
H -2.53 -4.08 -1.75
H -5.75 -3.10 -2.96
```

Here are the Mulliken charges for atoms 1 to 6, given in e: number 1, C, carries -0.280; number 2, C, carries -0.700; number 3, O, carries -0.370; number 4, C, carries 0.648; number 5, O, carries -0.496; number 6, O, carries -0.433

=====

The following is a quantum chemistry calculation of a cluster of 10 separate species, C44H94N2O16S8 in total in a non-equilibrium geometry, from the OMol25 dataset.

## Properties
* total charge: 0
* energy: -6231.348298 Eh
* LUMO level: -0.14 eV
* E_HOMO: -8.51 eV

XYZ file:
```
164
C44H94N2O16S8 (ωB97M-V/def2-TZVPD)
O 0.78 5.81 3.36
S 1.82 5.24 4.19
O 2.66 6.02 5.15
C 0.97 3.88 5.15
C 1.89 2.71 5.05
C 2.47 2.62 3.65
C 2.90 4.07 3.27
H 0.02 3.86 4.61
H 0.80 4.16 6.19
H 2.73 2.93 5.70
H 1.34 1.81 5.33
H 1.67 2.12 3.11
H 3.31 1.92 3.64
H 3.00 4.41 2.24
H 3.93 4.30 3.53
O -5.12 -2.59 7.57
S -4.90 -1.19 7.07
O -4.88 -0.14 8.12
C -3.45 -1.29 5.99
C -3.96 -1.41 4.61
C -5.40 -0.78 4.45
C -6.16 -0.77 5.77
H -2.82 -2.12 6.31
H -3.08 -0.27 6.11
H -3.41 -1.00 3.76
H -4.01 -2.42 4.21
H -6.03 -1.28 3.71
H -5.40 0.27 4.15
H -6.70 -1.70 5.89
H -6.70 0.10 6.16
O 4.01 -3.51 -2.40
S 3.02 -4.17 -3.23
O 2.00 -5.06 -2.67
C 2.38 -2.85 -4.44
C 3.18 -3.12 -5.70
C 3.59 -4.63 -5.92
C 3.94 -5.18 -4.52
H 2.56 -1.87 -4.00
H 1.31 -3.00 -4.57
H 2.52 -2.89 -6.53
H 3.95 -2.35 -5.76
H 4.33 -4.45 -6.70
H 2.86 -5.21 -6.48
H 5.00 -4.93 -4.56
H 3.80 -6.24 -4.34
O -6.78 2.15 5.20
S -6.07 2.89 4.08
O -6.30 2.72 2.63
C -5.97 4.71 4.31
C -4.49 5.05 3.96
C -3.68 3.98 4.65
C -4.26 2.63 4.29
H -5.91 5.02 5.35
H -6.76 5.32 3.87
H -4.26 5.29 2.92
H -4.04 5.91 4.45
H -3.49 4.03 5.72
H -2.68 3.88 4.22
H -4.23 1.86 5.06
H -3.87 2.32 3.33
O -0.54 -0.25 -5.03
S -1.00 0.50 -6.26
O -2.02 -0.16 -7.07
C -1.47 2.26 -5.76
C -0.09 3.01 -5.81
C 0.80 2.45 -6.96
C 0.52 0.96 -7.24
H -2.11 2.30 -4.88
H -2.02 2.68 -6.61
H -0.30 4.05 -6.05
H 0.57 2.99 -4.95
H 1.85 2.65 -6.73
H 0.68 2.98 -7.90
H 1.19 0.23 -6.77
H 0.31 0.70 -8.27
O 0.67 -3.96 5.48
S 1.60 -4.82 4.78
O 2.45 -5.85 5.33
C 0.62 -5.63 3.27
C 1.69 -5.67 2.10
C 3.00 -4.87 2.47
C 2.69 -3.87 3.57
H -0.28 -5.08 3.01
H 0.26 -6.55 3.73
H 1.90 -6.67 1.72
H 1.27 -5.23 1.20
H 3.54 -4.50 1.60
H 3.71 -5.62 2.83
H 2.16 -2.95 3.33
H 3.54 -3.42 4.09
O 5.57 -0.71 2.88
S 6.29 -0.38 1.67
O 7.53 0.35 1.75
C 6.45 -1.87 0.62
C 5.37 -1.74 -0.46
C 4.30 -0.69 -0.19
C 5.08 0.50 0.46
H 6.42 -2.74 1.27
H 7.38 -1.69 0.07
H 5.77 -1.58 -1.46
H 4.93 -2.72 -0.62
H 3.42 -1.12 0.29
H 3.93 -0.42 -1.18
H 4.53 1.29 0.97
H 5.68 1.07 -0.24
O -6.55 -5.74 -1.35
S -5.81 -4.45 -1.41
O -5.51 -3.74 -0.21
C -4.41 -4.38 -2.50
C -4.55 -2.90 -2.99
C -5.89 -2.72 -3.56
C -6.89 -3.23 -2.43
H -4.66 -5.05 -3.32
H -3.44 -4.65 -2.08
H -4.26 -2.21 -2.19
H -3.89 -2.76 -3.85
H -5.90 -3.27 -4.50
H -6.16 -1.71 -3.84
H -7.76 -3.74 -2.83
H -7.16 -2.42 -1.75
C 0.18 -1.26 -1.75
C -1.04 -0.89 -0.91
N -0.89 0.35 -0.15
C 0.36 0.61 0.55
C 0.80 -0.39 1.62
C -2.05 0.68 0.77
C -2.28 2.11 1.09
H -0.18 -1.99 -2.48
H 0.93 -1.82 -1.21
H 0.62 -0.45 -2.34
H -1.96 -1.03 -1.48
H -1.23 -1.69 -0.20
H 1.11 0.43 -0.21
H 0.39 1.63 0.93
H 1.81 -0.17 1.97
H 0.08 -0.35 2.44
H 1.06 -1.38 1.25
H -1.94 0.16 1.72
H -2.91 0.15 0.38
H -2.11 2.74 0.21
H -1.84 2.55 1.99
H -3.36 2.20 1.17
C 0.44 3.55 -1.36
C 1.88 3.06 -1.64
N 2.45 3.44 -2.96
C 2.99 4.84 -3.08
C 3.49 5.21 -4.46
C 3.42 2.41 -3.27
C 2.75 1.09 -3.82
H 0.17 3.21 -0.36
H -0.24 3.16 -2.12
H 0.34 4.63 -1.43
H 2.63 3.14 -0.85
H 1.69 1.99 -1.67
H 2.30 5.63 -2.80
H 3.86 4.95 -2.43
H 3.42 4.41 -5.19
H 3.30 6.22 -4.82
H 4.55 5.18 -4.20
H 4.03 2.06 -2.44
H 4.17 2.67 -4.02
H 3.40 0.59 -4.53
H 1.77 1.34 -4.24
H 2.71 0.20 -3.20
```

Here are the Mulliken charges for atoms 1 to 6, given in e: number 1, O, carries -0.634; number 2, S, carries 1.093; number 3, O, carries -0.664; number 4, C, carries -0.190; number 5, C, carries -1.010; number 6, C, carries 0.193